(1)
{
  "formula": "C5H9NO",
  "method": "ωB97M-V/def2-TZVPD",
  "species": ["C", "C", "C", "C", "O", "C", "N", "H", "H", "H", "H", "H", "H", "H", "H", "H"],
  "xyz": [[-1.6367, -0.4979, 1.6822], [0.5840, -0.0382, -1.1184], [0.4272, -1.1152, -1.8690], [0.0308, 1.3642, -1.0109], [0.8885, 1.5862, 0.1479], [1.4083, 0.3069, 0.0631], [2.2585, -0.2855, 0.7709], [-1.1878, 0.4996, 1.6989], [-2.1508, -0.6795, 2.6292], [-0.8506, -1.2441, 1.5426], [1.0075, -2.0099, -1.6601], [-2.3569, -0.5693, 0.8625], [-0.2721, -1.1343, -2.7008], [-1.0253, 1.4438, -0.7358], [0.2822, 2.0533, -1.8233], [2.5929, 0.3199, 1.5210]],
  "forces_ev_per_angstrom": [[0.0, 0.0, 0.0], [-0.1, -0.2, -0.2], [0.0, 0.1, 0.1], [-0.2, 0.1, -0.2], [0.1, 0.0, 0.1], [0.3, -0.3, 0.2], [-0.3, 0.3, -0.2], [-0.1, -0.2, 0.0], [0.1, 0.0, -0.1], [-0.1, 0.1, 0.0], [-0.1, 0.1, 0.0], [0.1, 0.0, 0.1], [0.1, 0.0, 0.1], [0.2, 0.0, -0.1], [0.0, -0.1, 0.1], [0.0, -0.1, 0.0]],
  "mulliken_charge": [-0.956, 0.378, -0.879, -0.203, -0.408, 0.450, -0.681, 0.177, 0.314, 0.229, 0.293, 0.233, 0.284, 0.220, 0.272, 0.276],
  "total_charge": 0,
  "orbital_gap_ev": 10.40,
  "lumo_energy_ha": 0.022,
  "e_above_lowest_kcal_mol": 56.2
}

***

(2)
{
  "formula": "C5H9NO",
  "method": "ωB97M-V/def2-TZVPD",
  "species": ["C", "C", "N", "C", "C", "C", "O", "H", "H", "H", "H", "H", "H", "H", "H", "H"],
  "xyz": [[1.3214, 0.6445, -1.1067], [0.0285, -0.1224, -1.2496], [0.0781, -1.5529, -0.9354], [-0.7093, -0.6696, -0.0866], [-0.2442, -0.4130, 1.3296], [-0.7792, 0.9292, 1.7845], [-1.9312, 1.2637, 1.6620], [2.0047, 0.1132, -0.4389], [1.8223, 0.7504, -2.0742], [1.1428, 1.6487, -0.7046], [-0.5932, 0.1822, -2.0911], [-0.5307, -2.0815, -1.5531], [-1.7938, -0.7015, -0.1681], [0.8456, -0.4315, 1.4001], [-0.6174, -1.1907, 2.0084], [-0.0443, 1.6312, 2.2235]],
  "forces_ev_per_angstrom": [[0.0, 0.0, 0.0], [0.0, 0.2, -0.1], [0.0, -0.3, -0.1], [-0.2, 0.2, 0.2], [0.1, 0.0, 0.0], [-0.1, 0.0, 0.0], [0.2, -0.1, 0.0], [-0.1, 0.1, -0.1], [-0.1, 0.0, 0.1], [0.0, -0.1, -0.1], [0.1, -0.1, 0.1], [0.1, 0.0, 0.1], [0.1, 0.0, -0.1], [-0.1, 0.0, 0.0], [0.0, 0.1, -0.1], [0.0, 0.0, 0.1]],
  "mulliken_charge": [-1.388, 0.177, -0.661, -0.152, -0.568, 0.015, -0.483, 0.355, 0.369, 0.268, 0.446, 0.255, 0.406, 0.291, 0.322, 0.348],
  "total_charge": 0,
  "orbital_gap_ev": 10.84,
  "lumo_energy_ha": 0.039,
  "smiles": "C[C@H]1N[C@H]1CC=O",
  "e_above_lowest_kcal_mol": 47.1
}

***

(3)
{
  "formula": "C5H9NO",
  "method": "ωB97M-V/def2-TZVPD",
  "species": ["C", "C", "C", "N", "O", "C", "C", "H", "H", "H", "H", "H", "H", "H", "H", "H"],
  "xyz": [[-1.4050, -1.0124, -0.5167], [-0.5356, 0.1004, -0.0578], [0.7700, 0.2844, 0.2201], [1.8529, -0.6087, 0.1492], [2.9066, -0.1055, 0.4928], [0.6454, 1.7295, 0.6273], [-0.8702, 1.5327, 0.3062], [-2.0471, -0.6779, -1.3398], [-2.0698, -1.3237, 0.2986], [-0.8258, -1.8789, -0.8424], [0.8738, 1.9434, 1.6751], [1.1692, 2.4463, -0.0113], [-1.2505, 2.1364, -0.5253], [-1.5452, 1.6417, 1.1622], [1.0473, -3.3735, -1.0920], [1.3424, -2.7644, -0.7769]],
  "forces_ev_per_angstrom": [[0.0, 0.0, 0.0], [0.0, -0.1, 0.0], [-0.1, 0.0, 0.0], [0.2, 0.3, 0.1], [-0.3, -0.2, -0.1], [0.2, 0.2, 0.1], [-0.2, 0.1, 0.0], [0.1, 0.0, 0.1], [0.1, 0.1, -0.1], [-0.1, 0.2, 0.1], [0.0, 0.0, -0.1], [-0.1, -0.1, 0.1], [0.0, -0.1, 0.1], [0.1, 0.0, -0.1], [0.0, 0.0, 0.0], [0.0, -0.1, -0.1]],
  "mulliken_charge": [-0.954, 0.275, 0.239, -0.079, -0.394, -0.325, -0.488, 0.309, 0.284, 0.141, 0.233, 0.237, 0.247, 0.248, 0.216, -0.188],
  "total_charge": 0,
  "orbital_gap_ev": 8.51,
  "lumo_energy_ha": -0.015,
  "smiles": "CC1=C(N=O)CC1.[H][H]",
  "e_above_lowest_kcal_mol": 117.1
}